[1]
The following is a quantum chemistry calculation of the molecule C7H8, from OMol25.

Calculated values
Calculated total energy ... -7381.380 eV
LUMO ... 0.0190 hartree
Relative energy (zero: lowest compared OMol25 entry of this formula, charge and spin) ... 710.78 kJ/mol
E_HOMO ... -8.3 eV
Strongest force on any atom ... 0.062 Eh/bohr
Kohn-Sham gap ... 0.32412 Eh

Geometry (Å):
H: 1.6715 1.1481 -0.2819
H: -1.1312 2.2736 -0.2670
C: -1.9766 -1.0840 -0.5111
H: -2.8720 1.7997 0.3993
C: 0.5701 -1.6355 0.6816
C: 1.8784 0.1710 -0.8146
H: 0.8141 -2.6913 0.3913
H: -1.2878 1.5633 1.3019
H: 0.5904 -1.4867 1.7910
H: 2.1520 0.2549 -1.9267
C: -0.5145 -1.0230 -0.2708
H: 2.8921 -0.3047 -0.4016
C: -1.7959 1.5594 0.2774
C: -1.7237 0.0896 -0.0021
C: 0.7330 -0.6344 -0.3665

---

[2]
The following is a quantum chemistry calculation of a cluster of 2 separate species, C5H13NO in total, from OMol25.

Calculated values
Calculated total energy ... -8932.419 eV
LUMO ... 0.0314 hartree
SMILES ... C=C(C)CCN.O
Relative energy (zero: lowest compared OMol25 entry of this formula, charge and spin) ... 153.63 kJ/mol
E_HOMO ... -9.1 eV
Strongest force on any atom ... 0.033 Eh/bohr
Kohn-Sham gap ... 0.36420 Eh

Geometry (Å):
H: -2.0733 -4.4412 1.4324
H: 0.1216 -1.4324 -2.6033
H: -0.6599 -0.0066 -2.2473
C: 0.4778 -0.8224 -0.6700
H: 1.5408 -0.6416 -0.8690
C: 0.2658 1.5440 0.3312
H: 2.3488 1.1393 0.7109
H: -1.5389 2.1191 -0.6024
N: -0.3506 -0.8990 -1.8875
C: -0.0833 0.0676 0.4053
O: -2.1220 -3.6312 0.9157
H: -1.2965 -3.6455 0.4228
H: 0.4107 -1.8705 -0.3547
C: -0.6493 2.4202 -0.0568
H: 1.9947 2.7966 0.3398
H: -0.5583 3.4929 0.0825
H: -1.1724 0.0186 0.4658
H: 0.1884 -0.3425 1.3716
H: 1.5396 2.2068 1.9306
C: 1.6162 1.9279 0.8824

---

[3]
The following is a quantum chemistry calculation of a structure of composition C8H14KN3O4P, from OMol25.

Calculated values
Calculated total energy ... -46792.967 eV
LUMO ... -0.1434 hartree
E_HOMO ... -10.2 eV
Net charge ... +1
Strongest force on any atom ... 0.050 Eh/bohr
Kohn-Sham gap ... 0.23227 Eh

Geometry (Å):
C: -2.8393 1.7108 3.9499
C: -2.1973 1.5426 1.6480
H: -3.5099 2.0688 4.7218
C: 3.4475 -2.8631 -0.5600
H: 2.5090 0.7352 1.7503
K: -0.1426 -0.0616 -0.3051
P: 2.7414 -1.2573 -0.0799
H: 4.4879 -0.6651 1.5537
C: -0.9192 0.5009 3.2600
C: -2.4702 1.8963 0.1613
C: 4.0425 -0.2283 0.6628
H: 1.5633 -3.6989 -0.1684
H: 4.0985 -2.8221 -1.4301
H: 2.4896 -4.6520 -1.1676
H: 2.8678 1.4926 0.3230
H: 3.8763 1.6630 1.6202
H: -3.9139 2.6085 2.2947
O: 2.2677 -0.5658 -1.3160
H: 4.7991 0.1114 -0.0401
C: -3.0727 2.0139 2.6221
C: -1.7363 0.9361 4.2842
H: -0.0608 -0.1283 3.4804
O: 1.7777 -1.5560 1.0298
O: -1.6450 1.3992 -0.6695
N: 3.2784 1.0028 1.1238
N: -1.1278 0.7918 1.9694
H: -1.5168 0.6671 5.3089
H: 3.9196 -3.3884 0.2680
H: 1.7649 -3.2876 -1.7590
O: -3.4410 2.6131 -0.0365
N: 2.2358 -3.6902 -0.9442

---

[4]
The following is a quantum chemistry calculation of a structure of composition C7H11N4O3ReS3, from OMol25.

Calculated values
2S+1 ... 2
Calculated total energy ... -54167.712 eV
LUMO (alpha / beta) ... -0.1987 / -0.1980 hartree
⟨S²⟩ ... 0.759
Relative energy (zero: lowest compared OMol25 entry of this formula, charge and spin) ... 0.00 kJ/mol
E_HOMO (alpha / beta) ... -11.5 / -11.5 eV
Net charge ... +1
Strongest force on any atom ... 0.017 Eh/bohr
Kohn-Sham gap (alpha / beta) ... 0.22439 / 0.22506 Eh

Geometry (Å):
H: 0.0369 1.1169 0.9021
N: -1.7537 1.6247 0.1831
N: -3.2351 2.9899 -0.8886
H: -3.5295 3.4691 -1.7257
S: 1.8080 -0.8088 3.1031
H: 2.4105 -0.6888 -1.7876
H: -3.7815 3.1327 -0.0524
Re: 0.5872 0.9426 -1.7048
S: -1.3532 1.9578 -2.4469
H: -0.8746 -0.1489 0.4320
O: 0.7226 0.1771 3.1785
H: 3.1790 -0.2712 0.6200
C: -2.1625 2.2267 -0.9300
C: 2.2605 -0.8006 0.3899
O: 3.1386 -0.2461 3.0566
H: -2.1794 1.7981 1.0848
C: 1.7854 -0.9279 -0.9213
C: 0.5571 -1.5801 -1.1473
S: 2.1097 2.3322 -1.7654
H: -0.0517 -1.6775 -3.2248
H: -1.1424 -1.2044 -2.1338
H: -1.0366 -2.7723 -0.3477
H: -0.1444 -2.5649 1.9877
O: 1.6159 -1.9979 3.8942
C: -0.0991 -2.2633 -0.1486
N: -0.1471 -1.1772 -2.3454
C: 0.3837 -2.1231 1.1493
C: 1.5022 -1.3176 1.4215
N: -0.6066 0.8030 0.1676

---

[5]
The following is a quantum chemistry calculation of a cluster of 2 separate species, C12H5F4O2S in total, from OMol25.

Calculated values
Calculated total energy ... -38324.677 eV
LUMO ... 0.0243 hartree
E_HOMO ... -3.2 eV
Net charge ... -1
Strongest force on any atom ... 0.053 Eh/bohr
Kohn-Sham gap ... 0.14141 Eh

Geometry (Å):
O: -2.9718 1.5023 2.5279
C: -2.5207 1.5944 1.3769
C: -2.2939 0.7043 -0.9136
C: -1.3067 2.8882 -0.3397
H: 0.9685 2.4886 5.8603
C: 0.9178 0.5523 3.0303
C: 0.5572 -0.8106 5.0267
O: -1.2827 2.0725 -2.5660
C: 0.6491 0.3393 5.8349
F: -2.5089 -0.2533 -1.8341
S: 1.0402 0.6926 1.3841
C: 0.8883 1.5932 5.2409
F: -0.6083 3.9711 -0.7231
C: -1.7256 2.7386 0.9386
H: 0.3775 -1.7873 5.4815
H: 0.5400 0.2583 6.9187
H: 0.6280 -1.5880 3.0006
C: 0.6948 -0.7174 3.6503
C: -2.7176 0.5607 0.3632
F: -3.3570 -0.5519 0.7683
C: 1.0290 1.7070 3.8671
F: -1.4683 3.6711 1.8738
H: 1.2114 2.6637 3.3810
C: -1.6024 1.9046 -1.3805

---

[6]
The following is a quantum chemistry calculation of the molecule C27H27N3O6S, from OMol25.

Calculated values
Calculated total energy ... -56028.358 eV
LUMO ... -0.0269 hartree
SMILES ... COCCCn1c(=O)/c(=C\c2ccccc2OC(C)C)s/c1=C(/C#N)C(=O)Nc1ccc(C(=O)O)cc1
Relative energy (zero: lowest compared OMol25 entry of this formula, charge and spin) ... 0.00 kJ/mol
E_HOMO ... -8.2 eV
Strongest force on any atom ... 0.018 Eh/bohr
Kohn-Sham gap ... 0.27592 Eh

Geometry (Å):
O: -1.7763 -3.0883 3.2212
O: -1.4361 -3.2378 -1.2948
H: -6.1404 -4.2756 -3.9925
C: 4.7083 3.2798 1.7039
H: -1.7798 -2.8194 1.2511
H: -3.8532 -3.9276 1.6613
H: 3.5476 1.1018 1.4544
N: 0.1277 -1.8828 -0.3310
C: -4.6175 -3.9405 0.8906
C: -4.7378 -1.4973 1.4950
H: -5.4878 -1.6975 2.2549
H: -5.6842 -3.9479 -1.6321
C: 1.6684 -0.1136 0.3996
H: -4.9550 -2.9364 -5.7030
H: 0.4254 -2.0137 2.3086
H: -0.2695 -3.6580 4.5382
H: -1.4079 -4.9458 4.0601
H: -5.5323 -4.3449 1.3167
C: -5.4030 -3.5445 -3.6961
H: 1.8125 -2.9162 0.3216
C: -4.1829 -2.4378 -1.9283
H: 5.1451 2.4510 2.2430
H: -5.8731 -2.4498 -0.0612
H: -4.2804 -4.5899 0.0868
C: 0.2844 -2.9996 1.8608
O: 4.7318 7.8790 0.4701
H: -3.7536 -1.5591 1.9517
H: 5.2003 8.7208 0.5795
H: -1.9419 -3.6340 5.1439
C: -1.4571 -0.8693 -1.7042
O: -3.9216 -2.1463 -0.6353
H: 6.1639 4.7049 2.3665
H: -4.8836 -0.4922 1.1069
C: -3.7990 -1.8726 -4.2530
C: 1.9471 1.3172 0.2321
C: 2.5219 -0.8531 1.2209
O: 6.3447 7.1617 1.8321
H: 0.9142 -3.7069 2.4012
H: -1.3078 -4.4607 1.7479
H: -3.2686 -1.2837 -4.9870
H: -2.5860 0.2606 -3.0372
S: -0.3808 0.4653 -1.2619
H: 3.1345 6.2167 -0.2259
C: 4.7146 5.6000 1.0795
N: 3.0375 1.7824 0.9029
N: 3.2828 -1.3588 1.9235
H: 0.3841 -3.8942 -0.1018
C: -1.3128 -3.8776 4.2899
C: 3.5708 5.3904 0.3124
C: 5.3558 6.9239 1.1818
C: 2.9954 4.1388 0.2371
C: 0.5752 -0.6021 -0.2869
C: 0.7258 -2.9820 0.3969
C: -5.1404 -3.3574 -2.3515
C: -3.4832 -1.6982 -2.9069
C: 5.2779 4.5300 1.7757
H: 2.1112 3.9793 -0.3567
C: -1.0021 -2.1236 -1.1166
C: 3.5608 3.0711 0.9333
C: -4.8639 -2.5212 0.3708
C: -2.4881 -0.7039 -2.5518
O: 1.2214 2.0065 -0.4764
C: -1.1940 -3.3898 1.9752
C: -4.7394 -2.7984 -4.6550

---

[7]
The following is a quantum chemistry calculation of a cluster of 2 separate species, C2H6O in total, from OMol25.

Calculated values
Calculated total energy ... -4216.869 eV
LUMO ... 0.0334 hartree
SMILES ... C=C.O
Relative energy (zero: lowest compared OMol25 entry of this formula, charge and spin) ... 154.18 kJ/mol
E_HOMO ... -10.5 eV
Strongest force on any atom ... 0.102 Eh/bohr
Kohn-Sham gap ... 0.41789 Eh

Geometry (Å):
H: 0.5515 -0.7241 1.1486
H: 0.2785 -0.9622 -1.4544
C: -0.4842 -0.3501 1.1844
C: -0.5143 0.9447 1.5814
H: 0.7576 0.4709 -2.1585
H: 0.4194 1.3137 1.5969
H: -1.4663 1.4159 1.7377
H: -1.3037 -1.0611 1.0987
O: 0.8442 -0.5026 -2.3205

---

[8]
The following is a quantum chemistry calculation of the molecule C18H21ClN4O3S, from OMol25.

Calculated values
Calculated total energy ... -54463.210 eV
LUMO ... 0.0074 hartree
SMILES ... O=c1scc(O)n1CCCCN1CCN(c2noc3ccc(Cl)cc23)CC1
Relative energy (zero: lowest compared OMol25 entry of this formula, charge and spin) ... 445.47 kJ/mol
E_HOMO ... -7.9 eV
Strongest force on any atom ... 0.073 Eh/bohr
Kohn-Sham gap ... 0.29880 Eh

Geometry (Å):
C: -2.0561 5.2136 -0.4679
C: 1.4743 -2.7222 0.7561
H: -2.8576 7.2171 -0.5878
H: -2.6340 1.3395 -0.0675
N: -0.5746 4.2970 0.8610
O: -1.1844 5.5241 0.5552
N: 4.3441 -2.5435 2.1785
C: -1.0856 3.3830 0.0502
H: 3.3416 -3.1137 3.8284
H: 2.3824 -2.2939 0.1658
C: 3.1019 -3.1836 2.7837
H: -1.4251 0.7056 -1.1686
O: 4.2878 -0.2343 3.3272
C: 4.9543 -3.1279 1.0646
Cl: -4.2789 4.0543 -4.2575
C: -3.4336 5.8858 -2.3598
H: 1.3349 2.5157 0.9130
N: -0.6316 2.0742 0.0598
C: -3.4026 4.5500 -2.7792
C: 5.7266 -0.7426 1.5211
H: -1.9951 -1.0464 0.7887
O: 4.4461 -4.0634 0.4847
C: -2.7902 6.2018 -1.1125
H: 2.0404 0.1687 1.1250
H: 0.2680 1.6388 1.9298
H: 1.7320 -1.6344 2.7033
C: 1.7616 -2.6244 2.3465
H: 1.2578 0.5017 -0.5504
H: 3.4342 -0.4164 3.7640
C: -1.9458 3.9394 -0.9499
N: 0.0329 -0.6803 0.7995
H: -0.6934 -2.7929 0.9552
C: 0.5407 1.7456 0.9387
C: 4.7408 -1.2118 2.4082
H: -2.5909 2.6440 -2.5494
H: 0.9608 -3.1482 2.9051
H: 1.4540 -3.7285 0.4448
C: -2.6034 3.6031 -2.1855
S: 6.2270 -2.0130 0.3566
H: -1.4198 0.2927 1.9112
C: 0.1121 -2.1319 0.4877
C: -1.6366 0.9637 -0.1606
H: -4.1285 6.4844 -2.8592
C: -1.3420 -0.2042 0.9195
C: 1.0786 0.3701 0.5095
H: 3.0666 -4.2407 2.6013
H: -0.1216 -2.2691 -0.6213
H: 6.1303 0.2539 1.6339

---

Which of these has the lowest calculated total energy? C27H27N3O6S

---

Which value of strongest force on any atom does entry 8 give? 0.073 Eh/bohr

---

The lowest strongest force on any atom belongs to which entry? C7H11N4O3ReS3